Below is a molecular structure, C3H8N3P in a non-equilibrium geometry, with properties calculated with ωB97M-V/def2-TZVPD.

Cartesian coordinates (Å):
C: 0.2213 -0.6615 -0.4186
C: -0.0749 -1.9620 0.3894
C: -0.9318 1.5433 -0.3907
N: 1.6407 -0.5914 -0.6936
N: 0.5454 0.9176 1.2012
N: -0.2903 0.4267 0.2492
P: 2.5327 0.3904 0.0726
H: -0.2025 -0.5978 -1.4743
H: 0.4183 -2.8582 0.0793
H: -1.0277 -2.2788 0.1848
H: 0.0308 -1.6944 1.4428
H: -0.2003 2.2792 -0.6484
H: -1.4951 1.2005 -1.3155
H: -1.7913 1.8948 0.2252
H: 0.6246 1.9915 1.0966

Output
Orbital gap (alpha / beta) ... 7.546 / 7.547 eV
Relative energy (zero: lowest compared OMol25 entry of this formula, charge and spin) ... 173.1 kJ/mol
Total charge ... 0

Below is a molecular structure, C8H27CoO7V in a non-equilibrium geometry, with properties calculated with ωB97M-V/def2-TZVPD.

Cartesian coordinates (Å):
Co: -17.9432 16.3583 10.0971
V: -18.8393 18.9579 8.9227
O: -18.1730 17.1512 8.2244
H: -17.9516 16.9140 7.3029
O: -16.1962 16.9360 10.6752
H: -15.3906 17.4880 10.6477
O: -19.1322 17.9096 10.7637
H: -19.7587 17.7401 11.4940
C: -20.6764 13.2973 10.1071
C: -21.1287 14.5680 9.3398
O: -20.0819 15.5026 9.4379
H: -19.6052 13.1403 9.9807
H: -21.0564 12.3484 9.7286
H: -20.7503 13.4634 11.1818
H: -22.0311 14.8646 9.8743
H: -21.4262 14.4452 8.2984
H: -20.1356 16.0148 8.6277
C: -15.8987 21.6519 10.0434
C: -15.5699 20.1492 9.7893
O: -16.8033 19.3552 9.7388
H: -16.0541 21.8077 11.1110
H: -16.8118 21.8847 9.4955
H: -15.0255 22.2741 9.8468
H: -14.9259 19.7235 10.5588
H: -15.0234 19.9901 8.8598
H: -16.5277 18.4819 10.0269
C: -19.2550 14.8395 14.1175
C: -18.0918 14.9290 13.1767
O: -18.6430 15.4348 11.9357
H: -20.0373 14.2691 13.6167
H: -19.5055 15.8580 14.4143
H: -19.0066 14.3239 15.0451
H: -17.5954 13.9619 13.0972
H: -17.4159 15.7048 13.5365
H: -19.2026 16.1463 12.2554
C: -16.2976 12.2756 9.8019
C: -16.1513 13.8143 9.5552
O: -17.2992 14.4594 9.1879
H: -17.0982 12.1256 10.5263
H: -15.2706 12.0117 10.0544
H: -16.5440 11.7358 8.8876
H: -15.3986 13.9076 8.7724
H: -15.7987 14.1550 10.5287
H: -17.4976 14.1210 8.3117

Output
Orbital gap (alpha / beta) ... 8.147 / 7.818 eV
Relative energy (zero: lowest compared OMol25 entry of this formula, charge and spin) ... 118.4 kJ/mol
Total charge ... +1
Multiplicity ... 7

Below is C3HNO2 in the gas phase in a non-equilibrium geometry, with properties calculated with ωB97M-V/def2-TZVPD.

Cartesian coordinates (Å):
N: -2.0298 -1.0027 -1.2297
C: -1.1723 -0.7472 -0.4962
C: -0.1246 -0.3463 0.4577
O: -0.0110 -0.8669 1.5371
C: 0.8558 0.7478 0.0126
O: 1.6776 0.5046 -0.8297
H: 0.8043 1.7107 0.5482

Output
Structure (SMILES) ... N#CC(=O)C=O
Orbital gap ... 9.656 eV
Relative energy (zero: lowest compared OMol25 entry of this formula, charge and spin) ... 16.8 kJ/mol
Total charge ... 0

Below is C3H4N2O in the gas phase in a non-equilibrium geometry, with properties calculated with ωB97M-V/def2-TZVPD.

Cartesian coordinates (Å):
H: -1.5235 -1.3607 1.5533
N: -0.5556 -1.4256 1.3710
C: -0.0921 -0.5290 0.6212
C: 1.2817 -0.2185 0.0853
C: 0.9596 0.5877 -0.9399
N: -0.3777 1.0043 -1.0988
O: -1.0356 0.3494 0.0285
H: 2.2556 -0.5635 0.4267
H: 1.7087 0.9573 -1.5688
H: -0.5182 2.0799 -1.1436

Output
Structure (SMILES) ... [H]/N=c1/cc[nH]o1
Orbital gap ... 9.546 eV
Relative energy (zero: lowest compared OMol25 entry of this formula, charge and spin) ... 305.7 kJ/mol
Total charge ... 0

Below is a molecular structure, C16H15AlClTe in a non-equilibrium geometry, with properties calculated with ωB97M-V/def2-TZVPD.

Cartesian coordinates (Å):
C: -2.1754 -1.0037 -1.2786
C: -1.5644 -1.1706 -2.5717
C: -1.4364 0.1085 -3.1636
H: -1.4520 -2.1350 -3.0932
C: -1.8934 1.0859 -2.2670
C: -2.3592 0.4159 -1.0705
H: -3.0191 0.8517 -0.3185
H: -2.6983 -1.7829 -0.7095
H: -1.1287 0.2996 -4.2018
H: -1.9855 2.1580 -2.4583
Al: -0.2750 -0.2145 -0.6405
Cl: 0.0977 -2.1696 0.3401
C: 2.2307 0.0648 -0.9709
C: 1.9690 1.3318 -1.6304
C: 1.5109 1.0400 -2.9421
H: 2.1719 2.2988 -1.2196
C: 1.5582 -0.3839 -3.1337
C: 2.0111 -0.9906 -1.9423
H: 2.3249 -2.0216 -1.8245
H: 2.7777 -0.0423 -0.0303
H: 1.2425 1.7768 -3.6831
H: 1.3737 -0.9110 -4.0714
Te: -0.2542 1.9724 0.7667
C: -0.0882 0.7909 2.4996
C: -1.0606 -0.1745 2.8075
C: -0.8972 -0.9136 3.9859
C: 0.2110 -0.6607 4.8205
C: 1.1771 0.3106 4.4809
C: 1.0374 1.0433 3.2971
H: -1.8762 -0.3442 2.1225
H: -1.6225 -1.6718 4.2511
H: 0.3226 -1.2317 5.7420
H: 2.0203 0.4861 5.1357
H: 1.7495 1.7874 2.9719

Output
Orbital gap ... 6.131 eV
Total charge ... -1

Below is H4N2S2 in the gas phase in a non-equilibrium geometry, with properties calculated with ωB97M-V/def2-TZVPD.

Cartesian coordinates (Å):
N: -1.6918 -0.4000 0.0915
N: 1.1150 0.5742 0.6374
S: -0.3069 0.7791 -0.0104
S: 2.1557 -0.6300 -0.0248
H: -2.2780 -0.1611 0.8597
H: -2.0689 -0.3411 -0.8303
H: -0.1784 0.2878 -1.2498
H: 3.2534 -0.1090 0.5267

Output
Orbital gap (alpha / beta) ... 5.817 / 7.276 eV
Relative energy (zero: lowest compared OMol25 entry of this formula, charge and spin) ... 353.2 kJ/mol
Total charge ... 0
Multiplicity ... 3

Below is a molecular structure, C36H56B2F4N11ORbS, with properties calculated with ωB97M-V/def2-TZVPD.

Cartesian coordinates (Å):
Rb: 1.2543 -0.5424 -0.1871
C: 4.2298 -1.2591 -4.7075
C: 3.2168 -1.6668 -3.6776
N: 2.0061 -1.2728 -3.6315
N: 1.6948 -0.3379 -4.5996
C: 0.4151 -0.0509 -4.9335
N: 0.3222 1.0625 -5.7029
S: -0.9133 -0.9752 -4.5352
C: 3.6815 -2.5711 -2.5838
C: 4.0276 -3.8889 -2.8509
C: 4.4969 -4.6726 -1.8087
C: 4.6397 -4.1080 -0.5547
C: 4.2836 -2.7768 -0.3906
N: 3.8003 -2.0230 -1.3753
H: 4.6458 -0.2776 -4.4626
H: 3.7694 -1.1823 -5.6939
H: 5.0490 -1.9761 -4.7365
H: 2.3845 0.3970 -4.7280
H: 1.1051 1.7040 -5.7571
H: -0.6091 1.4056 -5.8518
H: 3.9094 -4.2896 -3.8498
H: 4.7434 -5.7142 -1.9775
H: 4.9814 -4.6781 0.2982
H: 4.3652 -2.3010 0.5753
C: -2.3362 -3.7775 -2.1275
C: -1.4304 -3.7371 -0.8908
C: 0.0126 -3.4747 -1.3037
C: -1.9833 -2.7405 0.0946
C: -3.2679 -2.7805 0.6665
C: -3.3713 -1.6277 1.4106
C: -4.6240 -1.1891 2.1229
C: -5.2248 0.0656 1.4891
C: -4.5054 -1.0749 3.6444
N: -2.1943 -0.9620 1.2937
N: -1.3519 -1.6459 0.4774
B: -1.8026 0.4112 1.8945
N: -0.2852 0.5067 2.3081
N: 0.4235 1.5390 1.7717
C: 1.6262 1.5133 2.3213
C: 1.7181 0.4498 3.2346
C: 0.4782 -0.1610 3.2116
C: 0.0486 -1.2620 4.1471
C: -0.8259 -0.6812 5.2652
C: -0.6056 -2.4928 3.5220
C: 2.6705 2.5294 1.9380
C: 4.0280 1.8590 1.7204
C: 2.2596 3.3331 0.7080
N: -2.0368 1.5278 0.8531
N: -1.6745 1.2853 -0.4304
C: -1.7372 2.4367 -1.0724
C: -2.1269 3.4647 -0.1932
C: -2.2904 2.8440 1.0327
C: -2.6130 3.5437 2.3285
C: -1.5095 3.4335 3.3838
C: -3.9707 3.1688 2.9276
C: -1.2991 2.5199 -2.5078
C: 0.2094 2.7740 -2.5716
C: -2.0599 3.5972 -3.2753
H: -1.9744 -4.5182 -2.8453
H: -2.3337 -2.8037 -2.6198
H: -3.3661 -4.0244 -1.8617
H: -1.4741 -4.7241 -0.4126
H: 0.0950 -2.5273 -1.8416
H: 0.3328 -4.2440 -2.0123
H: 0.6889 -3.4896 -0.4460
H: -4.0330 -3.5299 0.5350
H: -5.3261 -2.0076 1.9294
H: -4.5215 0.8963 1.5013
H: -6.1314 0.3698 2.0212
H: -5.4806 -0.1254 0.4455
H: -3.9154 -0.2099 3.9420
H: -4.0306 -1.9643 4.0619
H: -5.5005 -0.9744 4.0878
H: -2.4878 0.6194 2.8625
H: 2.5673 0.1330 3.8188
H: 0.9864 -1.6000 4.5980
H: -1.7556 -0.2828 4.8536
H: -0.3136 0.1300 5.7872
H: -1.0820 -1.4584 5.9907
H: -1.6382 -2.2981 3.2346
H: -0.6083 -3.3013 4.2590
H: -0.0484 -2.8248 2.6483
H: 2.7773 3.2276 2.7791
H: 3.9851 1.1689 0.8735
H: 4.3414 1.2890 2.5962
H: 4.7963 2.6037 1.4999
H: 2.2319 2.7000 -0.1815
H: 2.9796 4.1324 0.5178
H: 1.2646 3.7620 0.8241
H: -2.2603 4.5149 -0.4016
H: -2.6780 4.5994 2.0420
H: -1.4259 2.4134 3.7608
H: -1.7380 4.0929 4.2268
H: -0.5397 3.7060 2.9688
H: -3.9599 2.1528 3.3214
H: -4.7669 3.2358 2.1844
H: -4.2104 3.8472 3.7520
H: -1.5039 1.5457 -2.9618
H: 0.4658 3.7044 -2.0584
H: 0.5742 2.8421 -3.5972
H: 0.7509 1.9687 -2.0753
H: -1.8592 4.5872 -2.8559
H: -3.1376 3.4269 -3.2385
H: -1.7474 3.6170 -4.3225
F: 5.1278 2.2629 -4.8807
B: 3.8063 2.5909 -4.5689
F: 3.6890 3.9147 -4.1745
F: 2.9858 2.3592 -5.7278
F: 3.3141 1.7130 -3.5725
O: 3.3888 -4.1011 3.1582
C: 2.7385 -3.4699 2.3460
N: 2.1135 -2.8479 1.5564

Output
Orbital gap ... 7.082 eV
Relative energy (zero: lowest compared OMol25 entry of this formula, charge and spin) ... 10.9 kJ/mol
Total charge ... -2